1.
13
Properties=species:S:1:pos:R:3:forces:R:3:lowdin_charge:R:1 method="wB97M-V/def2-TZVPD" multiplicity=1 lumo_energy_ev=4.04 homo_energy_ev=-3.711 e_tot_ev=-22574.159 total_charge=-1 orbital_gap_ev=7.8
C -0.64545 0.32820 0.27466 3.35 1.16 -5.57 -0.209
C 0.95773 0.17944 -0.85914 -1.28 -2.66 4.04 -0.248
C -1.16575 -0.51858 1.31397 -1.95 0.43 0.27 -0.095
N -1.19720 1.28331 -0.40851 0.79 -0.80 1.85 -0.007
N 0.84738 1.10672 -1.65994 -1.61 1.79 0.00 -0.012
N -0.35293 1.78853 -1.31441 0.62 0.67 -1.66 -0.164
O 2.76151 -0.93306 0.79765 -0.29 -0.26 -0.56 -0.589
O 1.14512 -2.35053 -0.45458 -0.03 -0.55 0.17 -0.586
S 2.21081 -1.33519 -0.52763 -0.42 1.35 0.24 0.607
H -1.12277 0.08309 2.21580 -0.19 -0.34 0.59 0.072
H -2.21375 -0.80066 1.07336 0.32 0.39 0.32 0.085
H -0.66129 -1.43600 1.41090 1.09 -0.88 0.15 0.045
H -0.56341 2.60474 -1.86214 -0.38 -0.29 0.15 0.101

=====

2.
11
Properties=species:S:1:pos:R:3:forces:R:3:lowdin_charge:R:1 method="wB97M-V/def2-TZVPD" multiplicity=1 lumo_energy_ev=-0.71 homo_energy_ev=-8.428 e_tot_ev=-9129.885 orbital_gap_ev=7.7
C 2.84417 0.71326 0.27329 3.68 -2.65 -0.39 -0.144
C 3.65234 -0.27251 -0.19249 1.35 3.69 4.18 0.033
C -2.00216 1.73177 0.31311 -0.84 4.38 2.97 -0.112
N 1.66460 1.06631 0.03237 -3.15 2.29 0.07 -0.089
N 0.71103 1.68956 0.07841 1.49 -0.88 -0.43 0.212
N -1.26936 -0.00874 -1.07838 0.37 -0.78 -1.21 0.177
N -1.61501 0.87405 -0.48030 0.50 -2.85 -1.32 -0.303
H 4.66468 -0.26010 0.36657 -1.61 -0.44 -1.42 0.083
H 3.42881 -0.98095 -0.88642 -0.63 -1.89 -1.95 0.012
H -3.05141 2.03252 0.21821 0.58 -0.03 0.30 0.070
H -1.18573 2.31300 0.85354 -1.75 -0.84 -0.81 0.062

=====

3.
11
Properties=species:S:1:pos:R:3:forces:R:3:lowdin_charge:R:1 method="wB97M-V/def2-TZVPD" multiplicity=1 lumo_energy_ev=0.41 homo_energy_ev=-9.670 e_tot_ev=-9134.412 smiles=Nc1ccnnn1 orbital_gap_ev=10.1
C -0.83961 0.03970 -0.02273 -1.56 0.40 -0.45 -0.409
C -0.13728 1.25946 -0.09541 -0.36 0.78 0.53 -0.021
C 1.19758 1.08071 -0.00971 1.95 -1.52 0.66 -0.116
H -2.60743 -0.95983 0.09968 0.26 0.68 0.12 0.107
H -2.66783 0.71972 0.50318 -0.58 0.44 0.28 0.079
H -0.59644 2.28171 -0.08412 0.31 -1.26 -0.20 0.128
H 1.96823 1.86591 0.05387 -0.74 -0.27 -0.17 0.110
N -2.22337 -0.01614 0.01134 0.82 -0.61 -0.39 0.119
N 1.79002 -0.19076 0.11193 -0.49 1.09 -0.62 -0.011
N 1.06318 -1.25736 -0.00840 -0.37 1.26 0.09 -0.032
N -0.26136 -1.13384 -0.08709 0.76 -0.99 0.16 0.046

=====

4.
11
Properties=species:S:1:pos:R:3:forces:R:3:lowdin_charge:R:1 method="wB97M-V/def2-TZVPD" multiplicity=1 lumo_energy_ev=0.34 homo_energy_ev=-9.210 e_tot_ev=-9132.909 smiles="C1=NC=NNC=N1" orbital_gap_ev=9.6
C 0.47606 -1.17998 0.04698 -1.00 -0.58 -1.68 -0.220
C -1.31211 -0.20313 -0.69895 -0.42 3.68 1.69 -0.186
C -0.21303 1.33658 0.75038 0.89 0.59 -0.81 -0.251
H 2.07114 -0.30754 -0.05638 2.12 -0.20 -0.64 0.081
H 1.05430 -2.06326 0.10638 0.66 -0.99 1.10 0.114
H -2.02220 -0.34387 -1.55216 0.85 0.01 0.82 0.130
H -0.37762 2.08114 1.59532 -0.35 -0.97 -1.53 0.136
N 1.18042 -0.08448 -0.40013 0.16 1.44 1.05 -0.003
N -0.78475 -1.29340 -0.04534 -0.50 -0.81 -0.44 0.088
N -1.07302 1.02397 -0.27662 -3.15 -1.83 -1.10 0.074
N 1.00082 1.03396 0.53052 0.74 -0.34 1.54 0.038

=====

5.
12
Properties=species:S:1:pos:R:3:forces:R:3:lowdin_charge:R:1 method="wB97M-V/def2-TZVPD" multiplicity=1 lumo_energy_ev=-2.77 homo_energy_ev=-9.853 e_tot_ev=-11174.107 orbital_gap_ev=7.1
C 0.45306 -1.31848 0.63367 2.98 0.10 -4.10 -0.249
C 0.07333 -0.13250 -0.20013 -2.54 1.19 -1.34 -0.277
C -1.24437 0.13924 -0.79184 2.73 -0.26 2.39 -0.098
H 1.76783 0.05294 2.12065 0.90 -2.68 -3.04 0.369
H -0.08660 -1.16735 1.51539 -0.77 -0.86 1.54 0.086
H 0.14602 -2.13457 -0.09250 0.48 -0.06 1.64 0.148
H -1.95985 -0.53030 -0.69191 -3.13 -3.84 0.00 0.063
N -1.71768 1.25951 -1.12842 2.30 2.52 -0.71 0.086
N -0.72989 2.27255 -1.03681 -1.64 0.53 -0.04 -0.012
N 0.45284 2.03252 -0.69991 -0.19 0.79 -1.32 -0.022
N 0.89502 0.81015 -0.39502 2.37 0.39 1.37 0.064
O 1.95029 -1.28373 0.76684 -3.49 2.19 3.60 -0.158

=====

6.
12
Properties=species:S:1:pos:R:3:forces:R:3:lowdin_charge:R:1 method="wB97M-V/def2-TZVPD" multiplicity=1 lumo_energy_ev=-2.28 homo_energy_ev=-8.251 e_tot_ev=-11176.935 orbital_gap_ev=6.0
C 1.66931 0.57269 -0.15588 1.37 0.97 1.24 -0.177
C 0.30759 0.59868 -0.25958 5.79 4.48 0.28 -0.432
C -1.65936 -0.18029 -0.11156 -0.97 0.12 0.73 -0.489
H 3.17299 -0.34406 1.19487 -2.67 -1.79 -3.60 0.347
H 2.37619 1.49552 0.16832 -2.09 -2.23 -1.36 0.154
H 0.03193 -1.36005 -0.38323 1.02 -2.24 -0.13 0.134
H -2.73669 -1.69412 -0.06353 0.01 -2.83 -0.19 0.017
N -0.33936 -0.47884 -0.31609 -4.95 -4.05 -0.48 0.171
N -2.75782 -0.74159 0.07936 -0.94 0.43 -0.13 0.186
N -1.72553 1.18654 0.03752 2.07 3.14 -0.47 0.107
N -0.54936 1.67546 -0.11586 -1.38 0.40 0.45 0.129
O 2.21010 -0.72994 -0.07433 2.74 3.61 3.66 -0.147

=====

7.
12
Properties=species:S:1:pos:R:3:forces:R:3:lowdin_charge:R:1 method="wB97M-V/def2-TZVPD" multiplicity=1 lumo_energy_ev=-0.53 homo_energy_ev=-8.264 e_tot_ev=-11179.212 orbital_gap_ev=7.7
C 0.11627 0.69459 0.69283 -4.27 1.16 0.87 -0.324
C -0.26652 -0.50725 1.42725 3.05 3.31 -6.88 -0.110
C 0.35667 -0.54912 -1.31464 -0.82 1.23 -1.39 -0.418
H -0.52550 1.49108 2.35943 1.48 2.32 -4.79 0.259
H -0.41256 -0.33363 2.39580 -0.92 -0.71 4.11 0.054
H 0.03189 -1.43466 -2.99517 0.27 -0.94 -0.09 0.027
H -0.11994 1.67507 -0.95441 0.23 0.03 -1.17 0.159
N 0.09570 -1.52955 0.74221 2.14 -4.17 -0.15 -0.013
N 0.73157 -1.60615 -0.44241 -2.74 1.17 0.37 0.037
N 0.01812 -0.53806 -2.56315 0.76 0.92 2.40 0.112
N 0.17083 0.76846 -0.63194 1.35 -2.29 1.86 0.189
O -0.19653 1.86923 1.28421 -0.53 -2.01 4.85 0.028

=====

8.
12
Properties=species:S:1:pos:R:3:forces:R:3:lowdin_charge:R:1 method="wB97M-V/def2-TZVPD" multiplicity=1 lumo_energy_ev=0.38 homo_energy_ev=-9.388 e_tot_ev=-11182.509 smiles="Nc1nc(=O)cn[nH]1" orbital_gap_ev=9.8
O -3.39461 -0.84199 0.77673 1.74 0.46 -0.98 0.010
N -0.33489 -1.52580 -0.69770 0.11 -0.69 -0.23 0.072
N -1.80781 0.71602 0.13018 -1.13 -2.91 0.40 0.172
C -2.29868 -0.60867 0.22868 -3.21 1.01 1.57 -0.458
C -1.55201 -1.75389 -0.28008 1.46 1.29 -0.75 -0.043
C -0.56137 0.79541 -0.19967 -2.15 1.15 0.60 -0.496
N -0.12261 2.07261 -0.15318 2.84 1.15 -0.31 0.138
N 0.18297 -0.23098 -0.61553 1.49 -0.09 -0.45 0.051
H -2.14074 -2.72946 -0.31823 1.61 1.20 -0.10 0.151
H 0.81319 2.27432 0.18497 0.00 -0.37 -0.42 0.104
H -0.73806 2.77842 0.20729 -0.70 -0.46 0.01 0.105
H 1.14124 0.05726 -1.00604 -2.06 -1.74 0.66 0.195

=====

9.
12
Properties=species:S:1:pos:R:3:forces:R:3:lowdin_charge:R:1 method="wB97M-V/def2-TZVPD" multiplicity=1 lumo_energy_ev=0.37 homo_energy_ev=-8.956 e_tot_ev=-11178.387 smiles=c1nncocn[nH]1 orbital_gap_ev=9.3
C 1.26656 0.89874 -0.44418 3.46 -1.16 -0.71 -0.194
C -0.01960 -1.53994 0.31918 -0.69 0.50 -0.44 -0.159
C -1.57031 0.12052 -0.41082 2.16 1.14 1.60 -0.279
H 0.32732 1.14211 1.58171 0.62 0.89 -3.97 0.211
H 1.92417 1.57418 -1.14864 -1.90 -0.67 1.67 0.139
H -0.52313 -2.15939 1.03726 0.79 -0.81 0.38 0.127
H -2.56420 0.09652 -0.68451 -2.15 0.63 -0.65 0.113
N 0.29270 1.46651 0.45610 0.42 -2.32 2.74 -0.054
N 1.77612 -0.31093 -0.55992 -2.52 0.73 0.33 0.034
N 1.21644 -1.32224 0.24648 -0.22 1.20 0.32 0.048
N -1.01891 1.12050 0.07715 -2.18 3.11 -0.27 0.000
O -1.10715 -1.08658 -0.46982 2.21 -3.26 -1.00 0.015

=====

10.
12
Properties=species:S:1:pos:R:3:forces:R:3:lowdin_charge:R:1 method="wB97M-V/def2-TZVPD" multiplicity=1 lumo_energy_ev=0.32 homo_energy_ev=-8.527 e_tot_ev=-11178.107 smiles="[H]/N=c1/cnn(O)cn1" orbital_gap_ev=8.8
C 0.03769 -0.38472 1.17310 3.73 2.82 -0.29 -0.077
C -0.89904 -0.61414 -0.79800 -0.51 -2.82 -1.27 -0.493
C -0.14503 0.46486 -1.28939 2.20 1.76 3.04 -0.081
H 1.22153 2.06277 1.96097 -2.67 3.60 0.94 0.062
H 0.36565 -0.44166 2.14162 -0.14 -1.12 2.83 0.100
H -1.50033 -2.42008 -1.39179 -0.61 4.44 -1.28 0.160
H -0.36235 0.77693 -2.27657 0.59 0.39 -0.82 0.106
N 0.93121 0.68256 0.67529 -4.53 -4.59 2.40 -0.202
N -0.67196 -1.15408 0.50309 -1.31 0.57 -1.31 0.153
N -1.45088 -1.23546 -1.77389 -0.38 -5.32 1.88 0.084
N 0.84011 0.92731 -0.55843 -0.04 3.70 -4.27 0.098
O 1.63339 1.33570 1.63399 3.66 -3.43 -1.85 0.091

=====

Relative energy (zero: lowest compared OMol25 entry of this formula, charge and spin) values, unit kcal/mol, following the record order: 77.32 160.78 56.39 91.05 227.43 162.21 109.69 33.67 128.74 135.18.